Here is a structure of composition C22H13BaCl2F5N2O2S from OMol25. Energies are from the ωB97M-V functional and the def2-TZVPD basis.

Each line ends with the Löwdin charge.
Atoms and positions in Å:
1 Ba -0.6081 0.2502 2.3428  1.8214
2 Cl -0.0391 -3.1040 3.0068  0.5140
3 C 1.6864 -2.7963 2.7324  -0.9786
4 Cl 1.9600 -1.6762 1.3705  0.5146
5 H 2.1484 -3.7385 2.4655  0.0324
6 H 2.0919 -2.3395 3.6289  -0.0271
7 O -1.8298 -1.1270 0.6802  -0.2561
8 C -1.2100 -0.5909 -0.2678  -0.6879
9 N -1.2721 -1.0222 -1.5332  0.1691
10 C -0.4415 -0.2193 -2.4055  -0.2747
11 C 0.1794 0.7304 -1.3421  -0.4510
12 O 1.0192 1.5525 -1.6153  0.0947
13 N -0.3711 0.4910 -0.0982  -0.1176
14 C 0.5955 -1.1029 -3.0789  -0.1448
15 C 1.8806 -1.2548 -2.5750  -0.0185
16 C 2.7512 -2.1721 -3.1473  -0.0698
17 C 2.3471 -2.9437 -4.2256  -0.0873
18 C 1.0705 -2.7834 -4.7437  -0.0753
19 C 0.2031 -1.8638 -4.1759  -0.0272
20 C -1.2369 0.6228 -3.3832  -0.1588
21 C -0.5383 1.4236 -4.2858  -0.0184
22 C -1.2208 2.2390 -5.1691  -0.0668
23 C -2.6108 2.2618 -5.1686  -0.0890
24 C -3.3074 1.4658 -4.2772  -0.0814
25 C -2.6223 0.6503 -3.3838  -0.0271
26 H -1.8115 -1.8283 -1.7974  0.1697
27 H 2.2239 -0.6462 -1.7489  0.1039
28 H 3.7506 -2.2774 -2.7462  0.1051
29 H 3.0262 -3.6609 -4.6672  0.1020
30 H 0.7493 -3.3696 -5.5944  0.1034
31 H -0.7859 -1.7242 -4.5964  0.1210
32 H 0.5432 1.4109 -4.2815  0.1255
33 H -0.6672 2.8611 -5.8595  0.1050
34 H -3.1432 2.9005 -5.8607  0.1012
35 H -4.3893 1.4779 -4.2668  0.1018
36 H -3.1840 0.0478 -2.6820  0.1089
37 F -0.8198 3.2850 8.9907  0.1242
38 C -0.3037 2.5792 7.9836  -0.1433
39 C 0.9552 2.0206 8.0787  -0.1428
40 F 1.6668 2.1852 9.1952  0.1249
41 C 1.4858 1.2915 7.0236  -0.2476
42 F 2.7090 0.7835 7.2003  0.0834
43 C 0.8105 1.0665 5.8272  -0.5742
44 S 1.5164 0.1260 4.5080  0.4154
45 C -0.4529 1.6587 5.7909  -0.2296
46 F -1.2425 1.5438 4.6692  -0.1137
47 C -1.0226 2.3943 6.8099  -0.1543
48 F -2.2397 2.9211 6.6730  0.1212

Properties
Orbital gap = 0.2796 Ha
Energy relative to the best compared isomer or geometry (same formula, charge and spin) = 6.1 kcal/mol
LUMO energy = -0.29 eV
HOMO energy = -0.2901 hartree
Total charge = 0

***

Here is the molecule C19H24N2OS2 from OMol25. Energies are from the ωB97M-V functional and the def2-TZVPD basis.

Each line ends with the Löwdin charge.
Atoms and positions in Å:
1 C 4.7428 2.8186 2.6317  -0.1118
2 O 5.1922 1.8006 1.7065  -0.2092
3 C 4.0567 1.4535 0.8999  -0.2136
4 C 4.2380 0.0139 0.2526  -0.3616
5 N 4.9541 0.0625 -1.0424  0.0188
6 C 2.7835 -0.6147 0.1672  -0.2128
7 C 2.7111 -1.6894 -0.9849  -0.2474
8 C 1.3430 -2.5355 -0.9517  -0.4613
9 S -0.0476 -1.5957 -0.2045  0.8971
10 C -1.5528 -1.8739 -1.1668  -1.0289
11 S -1.5555 -3.0593 -2.3325  0.6886
12 N -2.7905 -1.1250 -1.0008  -0.1252
13 C -3.3446 -1.2194 0.3442  -0.2477
14 C -2.6917 -0.8024 1.5807  -0.0286
15 C -3.4006 -0.9684 2.8613  -0.0645
16 C -4.7460 -1.5562 2.9456  -0.0775
17 C -5.3878 -2.0172 1.7074  -0.0753
18 C -4.6802 -1.8329 0.4497  -0.0098
19 C -2.6976 0.2333 -1.4834  -0.1876
20 C -3.5880 1.2962 -0.9759  -0.0148
21 C -3.5264 2.6688 -1.4952  -0.0824
22 C -2.5858 3.0749 -2.5563  -0.0879
23 C -1.6746 2.0223 -3.0402  -0.0848
24 C -1.7378 0.6638 -2.5231  -0.0358
25 H 4.4344 2.3397 3.5966  0.0952
26 H 3.9012 3.3720 2.1383  0.0857
27 H 5.5463 3.5833 2.8333  0.0935
28 H 3.8487 2.2303 0.1131  0.1403
29 H 3.1515 1.3584 1.5689  0.1197
30 H 4.8601 -0.5786 0.9812  0.1424
31 H 5.7975 0.6265 -0.8646  0.0796
32 H 5.3417 -0.8581 -1.2852  0.0697
33 H 2.0752 0.2209 -0.0904  0.1018
34 H 2.5501 -1.1126 1.1434  0.1183
35 H 2.7118 -1.1831 -1.9898  0.1109
36 H 3.6076 -2.3680 -0.9800  0.1123
37 H 1.1584 -2.8581 -2.0057  0.0445
38 H 1.5868 -3.4705 -0.3698  0.0878
39 H -1.6729 -0.3584 1.5560  0.0779
40 H -2.9548 -0.6586 3.8398  0.0974
41 H -5.3086 -1.6792 3.8957  0.0935
42 H -6.3964 -2.4967 1.6730  0.0996
43 H -5.1873 -2.1888 -0.4859  0.1169
44 H -4.3519 1.0948 -0.1873  0.1037
45 H -4.1910 3.4773 -1.1075  0.0932
46 H -2.5647 4.1149 -2.9674  0.0929
47 H -0.9405 2.2572 -3.8509  0.0975
48 H -1.0172 -0.0828 -2.9438  0.0897

Properties
SMILES = COC[C@H](N)CCCSC(=S)N(c1ccccc1)c1ccccc1
Orbital gap = 0.2881 Ha
LUMO energy = -0.40 eV
HOMO energy = -0.3027 hartree
Total charge = 0

***

Here is the molecule C4H4ClNS from OMol25. Energies are from the ωB97M-V functional and the def2-TZVPD basis.

Each line ends with the Löwdin charge.
Atoms and positions in Å:
1 C -1.1213 1.3620 -0.1026  -0.3145
2 C 0.2040 1.6793 -0.1528  -0.4107
3 C -1.5278 0.2001 0.5631  -0.5677
4 C 0.7396 -0.8774 -0.4194  -0.5066
5 N 1.4195 -1.9278 -0.0922  -0.0712
6 S 1.2846 0.4583 0.4230  0.9344
7 Cl -2.9691 -0.6599 0.3354  0.5964
8 H -1.7943 2.0298 -0.4864  0.0697
9 H 0.6783 2.5956 -0.2518  0.0362
10 H 1.0035 -2.8397 -0.4970  0.1419
11 H 2.0830 -2.0203 0.6807  0.0920

Properties
Orbital gap (spin up / spin down) = 0.2619 / 0.2572 Ha
Energy relative to the best compared isomer or geometry (same formula, charge and spin) = 125.2 kcal/mol
LUMO energy (spin up / spin down) = -0.72 / -0.63 eV
HOMO energy (spin up / spin down) = -0.2884 / -0.2805 hartree
Total charge = 0

***

Here is the molecule C5H7ClN2 from OMol25. Energies are from the ωB97M-V functional and the def2-TZVPD basis.

Each line ends with the Löwdin charge.
Atoms and positions in Å:
1 H 0.0062 2.3000 -0.4331  0.0477
2 N -0.7635 1.6413 -0.4771  0.1535
3 C -0.3356 0.4435 -0.4934  -0.4377
4 C -1.2324 -0.7217 -0.5922  -0.1182
5 C -2.5357 -0.7991 -0.2776  -0.5426
6 Cl -3.5105 0.4561 0.3787  0.6282
7 N 1.0267 0.0449 -0.5020  -0.0638
8 C 1.5610 -0.7100 0.6118  -0.1204
9 C 1.9672 0.7009 0.3611  -0.1353
10 H -0.7705 -1.6120 -0.9424  0.0984
11 H -3.0833 -1.7003 -0.4148  0.0482
12 H 0.9044 -0.9059 1.4665  0.1164
13 H 2.2351 -1.5433 0.3226  0.1143
14 H 1.6009 1.4765 1.0462  0.1134
15 H 2.9302 0.9291 -0.0543  0.0978

Properties
SMILES = [H]/N=C(/C=C\Cl)N1CC1
Orbital gap = 0.3718 Ha
Energy relative to the best compared isomer or geometry (same formula, charge and spin) = 49.8 kcal/mol
LUMO energy = 0.72 eV
HOMO energy = -0.3452 hartree
Total charge = 0

***

Here is a cluster of 2 separate species, C10H19NO3S in total from OMol25. Energies are from the ωB97M-V functional and the def2-TZVPD basis.

Each line ends with the Löwdin charge.
Atoms and positions in Å:
1 C 0.0388 -3.1131 -0.2608  -0.0637
2 C -0.8130 -1.7748 -0.5515  -0.2988
3 C -0.0430 -0.5858 -0.9742  -0.1882
4 N 0.6283 -0.0081 0.2606  -0.3574
5 C 0.9969 1.4931 0.2891  -0.5826
6 C 1.3908 1.9591 -1.0917  -0.0488
7 C -0.2572 2.2209 0.7588  -0.0409
8 C 2.1667 1.7421 1.2756  -0.0583
9 S 0.2782 -0.6925 1.7214  1.0083
10 O -1.3548 -0.6879 1.7249  -0.4659
11 C -1.9050 -1.4521 0.6945  -0.4027
12 C -3.1382 -0.6424 0.2406  -0.0336
13 H 0.3647 -2.9648 0.8532  0.0634
14 H 0.8262 -3.1663 -0.9639  0.0470
15 H -0.4463 -4.0246 -0.3388  0.0332
16 H -1.6314 -2.0755 -1.2864  0.1409
17 H 0.7481 -0.6247 -1.7201  0.1054
18 H -0.7675 0.1455 -1.4834  0.1332
19 H 2.2447 1.4312 -1.5396  0.0949
20 H 0.5902 1.9763 -1.6805  0.0228
21 H 1.7812 3.0237 -1.0435  0.1169
22 H -0.5143 1.8767 1.7086  0.0464
23 H -1.0180 1.8539 0.1024  0.0688
24 H -0.2261 3.3166 0.7205  0.1007
25 H 1.9381 1.3133 2.2039  0.0253
26 H 3.2190 1.4003 1.0725  0.0992
27 H 2.3558 2.7719 1.3154  0.0596
28 H -2.1632 -2.5242 1.0670  0.1572
29 H -3.0523 -0.3703 -0.8341  0.0858
30 H -3.0927 0.2516 0.8729  0.0791
31 H -3.9633 -1.2505 0.6160  0.0770
32 O 3.3079 -1.3604 -0.8715  0.2202
33 C 3.6630 -1.9578 0.0172  -0.4491
34 O 4.0896 -2.6165 0.8671  0.2044

Properties
SMILES = C[C@@H]1CN(C(C)(C)C)SO[C@H]1C.O=C=O
Orbital gap = 0.3144 Ha
Energy relative to the best compared isomer or geometry (same formula, charge and spin) = 8.8 kcal/mol
LUMO energy = 0.64 eV
HOMO energy = -0.2910 hartree
Total charge = 0

***

Here is the molecule C2H5ClO5 from OMol25. Energies are from the ωB97M-V functional and the def2-TZVPD basis.

Each line ends with the Löwdin charge.
Atoms and positions in Å:
1 O 0.4909 -1.7834 -0.1570  0.0687
2 C 0.5674 -0.4092 -0.0069  -0.7337
3 O 1.4427 0.0945 -0.9376  0.0820
4 O 0.9338 -0.1269 1.3014  0.0761
5 C -0.8386 0.1969 -0.1497  -0.7994
6 O -1.6644 -0.0624 0.8723  0.0325
7 O -0.6236 1.8104 -0.2240  -0.0884
8 Cl -1.5726 -0.2593 -1.6638  0.7981
9 H 0.8143 -2.0282 -1.0320  0.1197
10 H 1.3076 1.0493 -1.0162  0.1166
11 H 1.7850 -0.5540 1.4857  0.1359
12 H -1.1371 -0.1138 1.6865  0.1292
13 H -1.5052 2.1862 -0.1587  0.0629

Properties
SMILES = OC(O)(O)C(O)(O)Cl
Orbital gap = 0.4158 Ha
Energy relative to the best compared isomer or geometry (same formula, charge and spin) = 0.0 kcal/mol
LUMO energy = 0.53 eV
HOMO energy = -0.3962 hartree
Total charge = 0

***

Here is a structure of composition C11H14HgN3O4 from OMol25. Energies are from the ωB97M-V functional and the def2-TZVPD basis.

Each line ends with the Löwdin spin population.
Atoms and positions in Å:
1 Hg -2.5000 0.9469 -1.5033  0.6315
2 O -0.7830 -2.5642 -3.7020  0.0156
3 C -1.1102 -1.6828 -2.9116  0.0120
4 O -1.1382 -0.4092 -3.0335  0.1547
5 C -1.5544 -2.1857 -1.5108  0.0081
6 C -1.8223 -3.5198 -1.2318  0.0023
7 C -2.1606 -3.8412 0.0814  0.0002
8 C -2.1690 -2.8573 1.0702  0.0014
9 C -1.8722 -1.5522 0.6993  0.0073
10 N -1.5976 -1.2815 -0.5691  0.0487
11 C -1.6316 -0.3897 1.6714  0.0063
12 O -0.7824 -0.6233 2.5538  0.0031
13 O -2.2178 0.6950 1.3968  0.0719
14 H -1.7438 -4.2463 -2.0270  0.0003
15 H -2.4065 -4.8655 0.3356  0.0002
16 H -2.3893 -3.0884 2.1036  0.0001
17 N 2.8862 2.1228 0.6850  0.0001
18 C 2.1518 0.9858 1.3517  0.0010
19 C 1.1380 0.4498 0.3560  0.0015
20 N 0.2125 1.4804 -0.0751  0.0170
21 C 0.8767 2.6362 -0.6263  0.0063
22 C 1.9357 3.2245 0.3133  0.0001
23 H 3.2869 1.7541 -0.1793  0.0000
24 H 3.6408 2.4700 1.2712  0.0000
25 H 1.6411 1.3679 2.2344  0.0001
26 H 2.8702 0.2243 1.6513  0.0001
27 H 0.6000 -0.3492 0.8483  0.0003
28 H 1.6474 0.0337 -0.5242  0.0001
29 H -0.4881 1.6880 0.6382  0.0054
30 H 0.1467 3.4100 -0.8601  0.0042
31 H 1.3653 2.3426 -1.5648  0.0002
32 H 1.4764 3.5966 1.2272  0.0001
33 H 2.4911 4.0280 -0.1698  0.0000

Properties
Expectation value of S² = 0.754
Orbital gap (spin up / spin down) = 0.2540 / 0.2385 Ha
LUMO energy (spin up / spin down) = -0.91 / -1.73 eV
HOMO energy (spin up / spin down) = -0.2876 / -0.3021 hartree
Multiplicity = 2
Total charge = 0